29
Properties=species:S:1:pos:R:3:mulliken_charge:R:1 method="wB97M-V/def2-TZVPD" e_homo_ev=-9.6 total_charge=0 gap_ha=0.3150 largest_force_ev_per_a=4.5 lumo_ev=-1.021 smiles=Fc1cc(F)cc(Cc2cc(F)cc(F)c2)c1.B
F 3.1848 -2.1833 -1.8803 -0.32
C 2.9245 -0.9878 -1.2510 0.40
C 4.0065 -0.1510 -0.9942 -0.76
C 3.7023 1.0320 -0.3301 0.42
F 4.7272 1.9231 -0.1105 -0.32
C 2.4185 1.3691 0.0653 -0.90
C 1.3437 0.4940 -0.1864 1.02
C 0.0063 0.8714 0.4460 -0.74
C -1.3464 0.4234 -0.0903 1.10
C -2.3646 1.4017 -0.1160 -0.86
C -3.6394 1.0650 -0.5501 0.36
F -4.6196 2.0300 -0.5421 -0.32
C -3.9686 -0.2043 -1.0095 -0.76
C -2.9578 -1.1641 -0.9319 0.20
F -3.2352 -2.4215 -1.4138 -0.32
C -1.6742 -0.8961 -0.4231 -0.62
C 1.6026 -0.6944 -0.8860 -0.71
H 5.0195 -0.3986 -1.3035 0.47
H 2.2353 2.3191 0.5688 0.42
H -0.0101 1.9673 0.5629 0.35
H 0.0613 0.4823 1.4393 -0.05
H -2.1419 2.4188 0.1948 0.41
H -4.9493 -0.4265 -1.4095 0.48
H -0.9576 -1.7067 -0.2919 0.58
H 0.7942 -1.3555 -1.1867 0.39
B -0.0467 -1.5057 3.0891 0.16
H -0.9970 -1.6313 2.2810 -0.04
H 1.0354 -1.5576 2.4684 -0.03
H -0.1535 -0.5127 3.7914 -0.03